[1]
{
  "formula": "C90H194F10N16O23S10",
  "method": "ωB97M-V/def2-TZVPD",
  "energy_ha": -11130.4722,
  "total_charge": 6,
  "e_lumo_ev": -10.61,
  "homo_lumo_gap_ha": 0.245,
  "species": ["C", "C", "C", "C", "N", "C", "C", "C", "C", "C", "H", "H", "H", "H", "H", "H", "H", "H", "H", "H", "H", "H", "H", "H", "H", "H", "H", "H", "H", "H", "C", "C", "C", "C", "N", "C", "C", "C", "C", "C", "H", "H", "H", "H", "H", "H", "H", "H", "H", "H", "H", "H", "H", "H", "H", "H", "H", "H", "H", "H", "C", "C", "C", "C", "N", "C", "C", "C", "C", "C", "H", "H", "H", "H", "H", "H", "H", "H", "H", "H", "H", "H", "H", "H", "H", "H", "H", "H", "H", "H", "C", "C", "C", "C", "N", "C", "C", "C", "C", "C", "H", "H", "H", "H", "H", "H", "H", "H", "H", "H", "H", "H", "H", "H", "H", "H", "H", "H", "H", "H", "C", "C", "C", "C", "N", "C", "C", "C", "C", "C", "H", "H", "H", "H", "H", "H", "H", "H", "H", "H", "H", "H", "H", "H", "H", "H", "H", "H", "H", "H", "C", "C", "C", "C", "N", "C", "C", "C", "C", "C", "H", "H", "H", "H", "H", "H", "H", "H", "H", "H", "H", "H", "H", "H", "H", "H", "H", "H", "H", "H", "C", "N", "C", "C", "C", "C", "C", "C", "C", "C", "N", "C", "C", "C", "H", "H", "H", "H", "H", "H", "H", "H", "H", "H", "H", "H", "H", "H", "C", "C", "N", "C", "C", "C", "C", "C", "O", "C", "H", "H", "H", "H", "H", "H", "H", "H", "H", "H", "H", "H", "H", "H", "H", "H", "H", "H", "H", "H", "C", "C", "N", "C", "C", "C", "C", "C", "O", "C", "H", "H", "H", "H", "H", "H", "H", "H", "H", "H", "H", "H", "H", "H", "H", "H", "H", "H", "H", "H", "C", "C", "N", "C", "C", "C", "C", "C", "O", "C", "H", "H", "H", "H", "H", "H", "H", "H", "H", "H", "H", "H", "H", "H", "H", "H", "H", "H", "H", "H", "N", "S", "O", "O", "F", "S", "O", "O", "F", "N", "S", "O", "O", "F", "S", "O", "O", "F", "N", "S", "O", "O", "F", "S", "O", "O", "F", "N", "S", "O", "O", "F", "S", "O", "O", "F", "N", "S", "O", "O", "F", "S", "O", "O", "F"],
  "xyz": [[1.0434, -2.6712, -2.1333], [0.0808, -1.6250, -2.5657], [-0.6155, -0.8725, -1.4452], [0.3483, 0.1772, -0.8408], [0.2612, 0.2840, 0.6799], [-0.9996, 0.9299, 1.1241], [-0.7546, 1.3415, 2.5831], [0.7831, 1.3097, 2.7028], [1.3826, 1.0467, 1.3095], [0.3500, -1.1137, 1.2579], [0.5069, -3.5218, -1.5814], [1.7277, -2.2954, -1.3798], [1.6523, -3.1140, -2.9672], [-0.6575, -2.1014, -3.2598], [0.5847, -0.9037, -3.1623], [-0.8845, -1.6159, -0.7125], [-1.5275, -0.4372, -1.8753], [0.2024, 1.2009, -1.1817], [1.3838, -0.0455, -1.1239], [-1.8821, 0.3617, 0.9683], [-1.2070, 1.8049, 0.4713], [-1.2332, 0.6231, 3.2274], [-1.2329, 2.2964, 2.7293], [1.0568, 0.5166, 3.4089], [1.0626, 2.2096, 3.2481], [2.2898, 0.4717, 1.1642], [1.5163, 1.9898, 0.7479], [0.9470, -1.7188, 0.5371], [-0.6723, -1.5271, 1.3249], [0.8231, -1.1049, 2.2297], [2.2173, -3.9758, -6.6555], [1.1728, -5.0015, -6.2597], [-0.2841, -4.5106, -6.2361], [-1.2082, -5.6132, -5.8066], [-2.6455, -5.4233, -6.1433], [-3.1309, -4.0597, -5.7783], [-3.4131, -4.0771, -4.2787], [-3.5651, -5.5538, -3.9218], [-3.5601, -6.2028, -5.3353], [-2.9162, -5.8065, -7.6481], [3.1814, -4.5572, -6.6122], [2.3593, -3.1937, -5.9083], [2.1447, -3.5983, -7.6558], [1.5026, -5.3010, -5.2231], [1.3036, -5.8906, -6.8859], [-0.6129, -4.1468, -7.1974], [-0.3467, -3.6292, -5.6090], [-1.2230, -5.6735, -4.7233], [-0.9536, -6.6561, -6.1026], [-3.9954, -3.8100, -6.3839], [-2.4255, -3.3025, -6.0970], [-4.2986, -3.5020, -4.0199], [-2.6414, -3.6482, -3.6500], [-4.4645, -5.8861, -3.3351], [-2.7633, -5.9666, -3.3010], [-4.5584, -6.1402, -5.7867], [-3.3043, -7.2316, -5.3845], [-3.9907, -5.9026, -7.8298], [-2.4798, -6.7989, -7.9387], [-2.4044, -5.0510, -8.2546], [5.8116, -2.8454, -4.1042], [5.7266, -2.2611, -5.5397], [5.1092, -0.8608, -5.5521], [6.1938, 0.1365, -5.1240], [5.7481, 1.4018, -4.5717], [4.9661, 2.3361, -5.5923], [4.9981, 3.7263, -4.9790], [6.3592, 3.7436, -4.3135], [6.9400, 2.3238, -4.3193], [5.0419, 1.2605, -3.3077], [6.2249, -2.2579, -3.2762], [6.3413, -3.7943, -4.1603], [4.7818, -3.0487, -3.8226], [5.2388, -2.9740, -6.1877], [6.7340, -2.2251, -5.9544], [4.2706, -0.7535, -4.8324], [4.6610, -0.5831, -6.5038], [6.7767, 0.3386, -6.0117], [6.7194, -0.3310, -4.3016], [3.9575, 1.8957, -5.6580], [5.5281, 2.2920, -6.5025], [4.2184, 3.6143, -4.1859], [4.7502, 4.5420, -5.6766], [6.3127, 4.1556, -3.3174], [7.0778, 4.3330, -4.8720], [7.4717, 2.0497, -3.3943], [7.5384, 2.2366, -5.2288], [5.0405, 2.2546, -2.8583], [5.6510, 0.6777, -2.6412], [4.1037, 0.7146, -3.5114], [-2.5254, -2.3945, 3.7675], [-1.7208, -1.8178, 4.9335], [-2.1993, -2.3628, 6.3221], [-1.2661, -1.7407, 7.3423], [-1.4667, -1.9755, 8.8830], [-0.4227, -1.0575, 9.5515], [0.2711, -1.8996, 10.5617], [-0.6314, -3.0762, 10.8146], [-1.2504, -3.3497, 9.5067], [-2.8146, -1.5200, 9.2251], [-3.5873, -2.3526, 3.9867], [-2.1421, -3.3616, 3.3971], [-2.3549, -1.6811, 2.9044], [-1.9528, -0.7447, 4.9268], [-0.6793, -1.9955, 4.7693], [-2.1387, -3.4600, 6.3089], [-3.2395, -2.1333, 6.5118], [-1.3836, -0.6605, 7.3031], [-0.2532, -2.0972, 7.1566], [-0.9888, -0.2228, 9.8924], [0.2261, -0.6984, 8.7596], [0.4529, -1.3234, 11.4680], [1.2383, -2.2650, 10.1964], [-1.3356, -2.9173, 11.5911], [-0.0411, -3.9071, 11.1295], [-2.1547, -3.9231, 9.5020], [-0.4962, -3.8622, 8.9560], [-2.9806, -0.5401, 8.7782], [-2.8016, -1.4221, 10.3258], [-3.5226, -2.2623, 8.9016], [1.0403, 0.8763, -14.9279], [1.5223, 0.4156, -13.5431], [0.7898, 1.0598, -12.3631], [1.2659, 0.5021, -11.0034], [0.4124, 0.7937, -9.8214], [1.0390, 0.1224, -8.6037], [-0.0512, -0.8328, -8.0592], [-1.3523, -0.2515, -8.5383], [-1.0103, 0.3040, -9.9434], [0.4383, 2.2396, -9.6587], [1.0687, 1.9511, -14.9375], [0.0254, 0.5493, -15.1359], [1.6480, 0.4938, -15.7294], [2.6028, 0.4764, -13.4480], [1.2923, -0.6741, -13.4705], [-0.2920, 0.9442, -12.5571], [1.0494, 2.1143, -12.4284], [2.2551, 0.8834, -10.8618], [1.2970, -0.6054, -11.0952], [1.2165, 0.9044, -7.9003], [1.9358, -0.3567, -8.9672], [0.0493, -0.8355, -6.9951], [0.0761, -1.8578, -8.4385], [-1.7981, 0.5395, -7.8719], [-2.0886, -1.0560, -8.7285], [-1.5765, 1.1500, -10.3085], [-0.8056, -0.4048, -10.7459], [0.0280, 2.6857, -10.5511], [1.4632, 2.6015, -9.5363], [-0.1751, 2.4537, -8.8010], [-5.4192, -0.9200, -1.0164], [-6.4424, -1.6135, -0.0853], [-7.4329, -2.6346, -0.7434], [-8.2866, -3.3249, 0.3089], [-9.3223, -4.2298, -0.1841], [-10.2276, -3.5275, -1.2312], [-11.4906, -4.3803, -1.2052], [-11.5950, -4.9406, 0.2329], [-10.2361, -4.7338, 0.9324], [-8.7024, -5.4794, -0.7905], [-5.9206, -0.3022, -1.7736], [-4.7794, -1.6688, -1.5411], [-4.7538, -0.2280, -0.4436], [-7.0810, -0.8190, 0.3160], [-5.9427, -1.9847, 0.8072], [-6.8336, -3.2825, -1.3581], [-8.0358, -2.1010, -1.4666], [-8.8076, -2.5992, 0.9255], [-7.6388, -3.9487, 0.9450], [-9.7411, -3.2555, -2.1878], [-10.5551, -2.5970, -0.7058], [-11.4597, -5.0655, -2.0408], [-12.3449, -3.7307, -1.4615], [-11.9951, -5.9184, 0.1436], [-12.4129, -4.4848, 0.8116], [-9.7395, -5.5899, 1.4098], [-10.2668, -3.9537, 1.7602], [-7.9895, -5.7445, 0.0156], [-8.1580, -5.3313, -1.7103], [-9.4328, -6.2969, -0.8830], [5.6165, 5.6883, 1.6150], [4.8462, 6.0105, 0.3741], [3.7532, 5.3080, 0.0458], [3.0226, 5.5805, -1.0612], [3.4209, 6.5858, -1.9367], [4.6486, 7.1730, -1.7095], [5.3032, 6.9094, -0.5219], [2.5058, 7.0668, -3.0375], [2.5442, 8.4010, -3.4951], [1.6689, 8.8600, -4.4120], [0.7064, 8.0420, -4.8765], [0.5915, 6.7658, -4.4745], [1.4854, 6.2564, -3.5643], [-0.2862, 8.6277, -5.8252], [6.1792, 4.7510, 1.4501], [4.8679, 5.5369, 2.3747], [6.2572, 6.5274, 1.8011], [3.3756, 4.5485, 0.6922], [2.1187, 4.9995, -1.1992], [5.1223, 7.8495, -2.3904], [6.2089, 7.4227, -0.2621], [3.3220, 9.0721, -3.1514], [1.6345, 9.8879, -4.7333], [-0.1646, 6.0920, -4.8438], [1.2780, 5.2634, -3.2082], [-1.1729, 7.9691, -6.0233], [0.2820, 8.8708, -6.7676], [-0.6615, 9.5743, -5.3702], [-3.9104, 4.0647, 5.5090], [-5.1390, 4.2269, 4.5967], [-4.8143, 4.8201, 3.1125], [-4.0809, 6.1566, 3.1433], [-3.8603, 3.8307, 2.4102], [-4.3982, 2.3696, 2.3872], [-6.0362, 4.8683, 2.2651], [-7.0797, 5.9069, 2.6573], [-8.0751, 5.3438, 3.5068], [-8.7130, 6.3580, 4.3007], [-3.3583, 4.9721, 5.5792], [-3.2195, 3.2315, 5.2482], [-4.3102, 3.8776, 6.5147], [-5.7760, 5.0648, 4.9734], [-5.7601, 3.3590, 4.4218], [-3.0437, 6.1104, 3.4488], [-4.7100, 6.7752, 3.7833], [-4.1518, 6.6443, 2.1662], [-2.8996, 3.7555, 2.9312], [-3.7450, 4.2653, 1.4466], [-5.2639, 2.2970, 1.7156], [-4.6041, 2.0064, 3.3960], [-3.5918, 1.7383, 2.0001], [-6.4522, 3.8474, 2.3193], [-5.7158, 5.0384, 1.2423], [-7.5178, 6.2959, 1.7467], [-6.5983, 6.7253, 3.2314], [-9.0657, 7.1881, 3.7126], [-8.0051, 6.8196, 5.0312], [-9.5886, 5.9043, 4.7653], [3.3060, -5.5580, 1.1893], [2.2414, -5.0679, 2.1606], [1.0717, -6.0272, 2.4361], [1.5730, -7.2508, 3.2419], [0.0192, -5.1940, 3.2533], [-1.1178, -6.0433, 3.7852], [0.3945, -6.5187, 1.0928], [-0.2302, -5.3434, 0.3009], [-1.6280, -5.5358, 0.3608], [-2.2982, -4.3028, -0.0927], [3.7826, -6.4595, 1.5946], [4.0631, -4.7612, 1.0740], [2.7986, -5.8617, 0.2749], [1.7636, -4.1366, 1.8652], [2.7031, -4.9699, 3.0967], [1.8255, -6.9213, 4.2359], [2.3815, -7.7519, 2.7224], [0.6923, -7.9194, 3.2658], [-0.3600, -4.3893, 2.6021], [0.5792, -4.7073, 4.0428], [-1.7323, -5.4977, 4.5002], [-0.8440, -6.9405, 4.2999], [-1.8181, -6.2452, 2.9788], [-0.4164, -7.1883, 1.4131], [1.1040, -7.1303, 0.5784], [0.1526, -5.3707, -0.7841], [0.1584, -4.4119, 0.7482], [-3.3462, -4.5276, -0.2123], [-1.9584, -4.0936, -1.1066], [-2.2243, -3.4761, 0.6253], [7.0046, -0.6572, 5.6442], [5.9998, -0.2703, 6.6482], [5.4942, 1.1940, 6.4763], [6.6871, 2.1745, 6.3062], [4.6669, 1.2449, 5.1673], [4.0926, 2.6633, 4.8561], [4.5811, 1.6281, 7.6380], [5.2478, 1.8746, 8.9521], [5.9675, 0.7208, 9.3420], [6.8566, 0.9808, 10.4846], [7.7910, 0.0591, 5.3674], [6.5481, -0.8563, 4.6641], [7.4364, -1.5868, 6.0089], [6.3932, -0.3341, 7.6689], [5.0987, -0.8791, 6.6395], [6.2970, 3.1733, 6.5596], [6.9930, 2.2547, 5.2655], [7.5542, 1.8570, 6.9162], [3.7948, 0.5980, 5.3206], [5.2331, 0.7938, 4.3782], [4.0252, 2.7232, 3.7478], [4.7813, 3.4429, 5.1842], [3.1352, 2.8239, 5.3735], [3.7334, 0.9204, 7.5784], [4.1670, 2.6167, 7.4051], [4.5414, 2.1736, 9.7459], [5.9384, 2.7025, 8.7572], [7.5879, 1.7793, 10.2620], [7.3789, 0.0308, 10.5666], [6.4023, 1.2827, 11.4183], [-0.2611, 2.8617, -3.2397], [-1.8852, 2.8205, -2.9579], [-2.0927, 1.7660, -1.9150], [-2.7560, 2.6819, -4.1629], [-1.9115, 4.0825, -2.3905], [0.5817, 2.1157, -4.2576], [0.1289, 0.9201, -4.8430], [2.0215, 2.3372, -4.0297], [0.2237, 3.1458, -5.5418], [0.5343, 6.5298, 1.7728], [0.1514, 4.9714, 1.6877], [1.2629, 4.1751, 1.2445], [-1.1691, 4.6261, 1.3473], [0.1473, 4.6888, 3.2776], [1.6349, 7.5901, 1.5784], [1.9819, 7.9152, 0.2316], [2.7815, 7.4604, 2.4153], [0.8083, 8.8530, 2.0665], [-0.9645, 1.7094, 7.6469], [-0.0233, 1.7779, 6.3676], [-0.1729, 2.9192, 5.4920], [0.1446, 0.5056, 5.7402], [1.4873, 1.9934, 7.0962], [-1.6707, 2.8664, 8.5372], [-2.6525, 3.6480, 7.9630], [-0.7883, 3.5051, 9.3966], [-2.3903, 1.7161, 9.4875], [5.0706, 0.9636, -0.1424], [6.1761, 1.9538, 0.0879], [7.3356, 1.8651, -0.7219], [6.4692, 2.4832, 1.3618], [5.4699, 3.2113, -0.5446], [4.9202, -0.5556, 0.2650], [5.7732, -1.6052, 0.0408], [3.5662, -0.8408, 0.1043], [5.0470, -0.2652, 1.7970], [2.8606, -3.3383, 5.8157], [2.6131, -2.0008, 5.0122], [2.3461, -0.7863, 5.8447], [1.6405, -2.2854, 3.9565], [4.0018, -1.9933, 4.3329], [1.8964, -4.0681, 6.8050], [0.5449, -4.3527, 6.4061], [1.8858, -3.5809, 8.0991], [2.6887, -5.3734, 6.8241]]
}

=====

[2]
{
  "formula": "C6H16Si",
  "method": "ωB97M-V/def2-TZVPD",
  "e_above_lowest_kcal_mol": 50.4,
  "energy_ha": -527.6189,
  "e_lumo_ev": 0.96,
  "smiles": "C[SiH2]C.C=C(C)C",
  "homo_lumo_gap_ha": 0.380,
  "species": ["C", "Si", "C", "H", "H", "H", "H", "H", "H", "H", "H", "C", "C", "C", "C", "H", "H", "H", "H", "H", "H", "H", "H"],
  "xyz": [[-0.7601, -2.5325, -1.9138], [-2.1080, -1.4458, -1.1307], [-1.4481, -0.3651, 0.4179], [0.0290, -2.0194, -2.4265], [-0.4681, -3.3509, -1.3205], [-1.1644, -3.1687, -2.7830], [-3.1391, -2.4596, -0.4939], [-2.7019, -0.3744, -1.9278], [-2.2235, 0.4554, 0.7334], [-0.5616, 0.1730, 0.1490], [-1.4864, -0.9190, 1.3035], [2.2546, 0.0622, 0.1884], [1.8450, 1.2379, 0.6511], [1.0389, 1.1734, 1.9497], [2.1595, 2.6340, 0.0448], [3.0606, -0.0639, -0.5133], [2.0961, -0.8633, 0.8019], [0.9701, 0.1240, 2.1711], [0.0425, 1.4696, 1.8609], [1.6069, 1.6797, 2.7654], [2.2482, 2.4862, -1.0003], [1.3412, 3.3337, 0.2212], [3.0787, 2.9495, 0.6067]]
}